DFT (ωB97M-V/def2-TZVPD) results for the molecule C3H8S in a non-equilibrium geometry.

```
12
Properties=species:S:1:pos:R:3:mulliken_charge:R:1
C 0.611 1.466 -0.595 -1.062
C 0.338 0.369 0.427 0.105
C -1.138 0.668 0.930 -1.402
S 0.091 -1.278 -0.395 -0.271
H 1.668 1.360 -0.858 0.335
H -0.021 1.211 -1.386 0.368
H 0.089 2.385 -0.171 0.277
H 1.078 0.310 1.284 0.383
H -1.476 -0.065 1.612 0.374
H -1.263 1.614 1.554 0.341
H -1.695 0.657 0.037 0.418
H 1.305 -2.039 -0.331 0.134
```

Values from the calculation:
Frontier orbital gap: 9.84 eV
E_HOMO: -8.98 eV
Strongest force on any atom: 2.76 eV/Å
SMILES string: CC(C)S
Electronic energy: -517.24674 Ha
Total charge: 0

DFT (ωB97M-V/def2-TZVPD) results for a cluster of 2 separate species, C3H8S in total in a non-equilibrium geometry.

```
12
Properties=species:S:1:pos:R:3:mulliken_charge:R:1
C 1.610 -0.741 -0.100 -0.994
C 0.414 0.255 -0.532 -0.021
C -0.361 0.443 0.642 -1.046
S -3.447 0.107 -0.331 -0.182
H 1.306 -1.380 0.665 0.351
H 1.794 -1.422 -1.074 0.224
H 2.475 -0.223 0.011 0.314
H -0.113 -0.200 -1.354 0.189
H 0.884 1.128 -0.889 0.268
H -0.558 -0.365 1.309 0.325
H -0.533 1.390 0.963 0.402
H -3.472 1.008 0.690 0.169
```

Values from the calculation:
Frontier orbital gap (spin up / spin down): 8.51 / 7.13 eV
E_HOMO (spin up / spin down): -7.47 / -9.58 eV
Strongest force on any atom: 6.35 eV/Å
Electronic energy: -517.12479 Ha
Spin multiplicity: 3
Total charge: 0

DFT (ωB97M-V/def2-TZVPD) results for the molecule C3H8S2 in a non-equilibrium geometry.

```
13
Properties=species:S:1:pos:R:3:mulliken_charge:R:1
C 0.075 2.457 1.626 -0.760
S 0.570 1.247 0.478 -0.048
C -0.001 -0.351 0.880 -0.228
C 0.218 -1.488 -0.228 -0.938
S -0.704 -1.661 -1.670 -0.212
H 0.786 3.424 1.400 0.234
H 0.197 2.384 2.789 0.299
H -1.002 2.901 1.272 0.242
H -1.233 -0.596 0.925 0.238
H 0.506 -0.962 1.695 0.253
H 0.048 -2.363 0.415 0.340
H 1.164 -1.290 -0.510 0.442
H -0.093 -0.581 -2.581 0.137
```

Values from the calculation:
Frontier orbital gap: 9.37 eV
E_HOMO: -8.65 eV
Strongest force on any atom: 5.81 eV/Å
SMILES string: CSCCS
Electronic energy: -915.36622 Ha
Total charge: 0

DFT (ωB97M-V/def2-TZVPD) results for a structure of composition C3H8S2 in a non-equilibrium geometry.

```
13
Properties=species:S:1:pos:R:3:mulliken_charge:R:1
C 0.615 1.538 -0.603 -0.962
C 0.917 0.640 0.562 -0.345
S 1.505 -0.903 -0.074 -0.130
S -2.002 0.288 0.147 -0.169
C -1.214 -1.253 -0.059 -0.680
H 1.383 1.911 -1.254 0.321
H -0.072 2.340 -0.303 0.292
H 0.028 0.864 -1.216 0.347
H 1.584 0.971 1.347 0.358
H -0.066 0.300 0.992 0.121
H -0.224 -1.066 -0.629 0.139
H -0.953 -1.694 0.900 0.361
H -1.828 -1.956 -0.632 0.346
```

Values from the calculation:
Frontier orbital gap: 6.12 eV
E_HOMO: -8.67 eV
Strongest force on any atom: 2.77 eV/Å
Electronic energy: -915.33142 Ha
Total charge: 0

DFT (ωB97M-V/def2-TZVPD) results for the molecule C3H8S2 in a non-equilibrium geometry.

```
13
Properties=species:S:1:pos:R:3:mulliken_charge:R:1
C 2.827 0.650 0.368 -0.756
S 1.633 -0.553 -0.189 -0.119
C 0.086 0.442 -0.412 -0.613
C -0.983 -0.499 0.245 -0.613
S -2.675 0.167 0.129 -0.223
H 2.382 1.610 0.081 0.295
H 3.648 0.369 -0.289 0.291
H 2.891 0.404 1.376 0.245
H -0.013 0.841 -1.440 0.387
H 0.346 1.294 0.187 0.332
H -0.653 -0.925 1.346 0.309
H -0.744 -1.333 -0.320 0.344
H -2.765 0.352 -1.199 0.121
```

Values from the calculation:
Frontier orbital gap: 9.39 eV
E_HOMO: -8.50 eV
Strongest force on any atom: 3.36 eV/Å
SMILES string: CSCCS
Electronic energy: -915.41440 Ha
Total charge: 0

DFT (ωB97M-V/def2-TZVPD) results for a cluster of 2 separate species, C3H8S2 in total in a non-equilibrium geometry.

```
13
Properties=species:S:1:pos:R:3:mulliken_charge:R:1
C 3.239 -1.891 -1.850 -0.355
C 3.190 -2.209 -0.558 -0.428
H 4.175 -1.775 -2.502 0.196
H 2.341 -1.868 -2.476 0.221
H 3.855 -2.780 0.046 0.262
H 2.252 -2.045 0.003 0.103
C -0.792 -0.521 -0.673 -0.692
S -1.838 0.237 0.621 -0.098
S -0.831 1.998 1.017 -0.206
H -1.069 -1.595 -1.062 0.299
H -1.172 -0.027 -1.607 0.329
H 0.109 -0.574 -0.174 0.191
H -1.624 2.627 0.039 0.175
```

Values from the calculation:
Frontier orbital gap: 9.62 eV
E_HOMO: -9.04 eV
Strongest force on any atom: 4.90 eV/Å
SMILES string: C=C.CSS
Electronic energy: -915.37858 Ha
Total charge: 0

DFT (ωB97M-V/def2-TZVPD) results for the ion C3H8S2 with charge +1 in a non-equilibrium geometry.

```
13
Properties=species:S:1:pos:R:3:mulliken_charge:R:1
C -2.859 0.681 -0.569 -1.073
C -1.528 0.007 -0.512 -0.382
S -0.112 0.967 0.048 0.246
S 1.248 -0.685 -0.304 0.117
C 2.208 -1.098 1.448 -0.707
H -3.814 0.239 -0.737 0.383
H -2.881 1.321 -1.495 0.287
H -2.956 1.217 0.388 0.275
H -1.440 -0.908 0.192 0.428
H -1.226 -0.232 -1.475 0.430
H 2.293 -0.224 2.024 0.350
H 1.786 -2.041 1.888 0.321
H 3.142 -1.425 1.100 0.325
```

Values from the calculation:
Frontier orbital gap (spin up / spin down): 9.81 / 6.61 eV
E_HOMO (spin up / spin down): -15.09 / -14.89 eV
Strongest force on any atom: 3.06 eV/Å
Electronic energy: -915.11276 Ha
Spin multiplicity: 2
Total charge: +1

DFT (ωB97M-V/def2-TZVPD) results for the molecule C3H8SSi in a non-equilibrium geometry.

```
13
Properties=species:S:1:pos:R:3:mulliken_charge:R:1
C -0.128 1.243 0.393 -1.097
C -1.045 -1.230 -0.838 -0.811
C 1.311 1.223 0.171 -0.227
Si 0.290 -1.540 0.464 0.488
S 1.944 -0.470 -0.418 -0.242
H -0.761 1.517 -0.372 0.406
H -0.565 1.115 1.378 0.430
H -2.149 -1.077 -0.565 0.312
H -0.891 -0.643 -1.663 0.441
H 1.543 1.887 -0.677 0.295
H 2.016 1.379 1.025 0.289
H 0.289 -0.893 1.810 -0.099
H 0.900 -2.844 0.598 -0.186
```

Values from the calculation:
Frontier orbital gap (spin up / spin down): 8.15 / 7.70 eV
E_HOMO (spin up / spin down): -8.58 / -8.33 eV
Strongest force on any atom: 4.54 eV/Å
Electronic energy: -806.63704 Ha
Total charge: 0

DFT (ωB97M-V/def2-TZVPD) results for a cluster of 44 separate species, C3H93O44 in total in a non-equilibrium geometry.

```
140
Properties=species:S:1:pos:R:3:mulliken_charge:R:1
C -0.105 -0.935 -1.053 -1.034
C 0.713 0.003 -0.228 2.765
C 0.903 1.306 -0.976 -0.157
O 0.173 0.201 1.048 0.507
H 0.310 -1.058 -2.044 0.250
H -1.159 -0.640 -1.251 -0.322
H -0.116 -1.961 -0.558 0.199
H 1.702 -0.501 -0.192 -0.752
H 1.526 2.085 -0.460 -0.457
H -0.026 1.765 -1.225 -0.001
H 1.451 1.135 -1.950 -0.171
O 0.728 2.607 -4.346 -0.721
H -0.054 2.867 -3.889 0.364
H 1.441 3.148 -4.040 0.275
O 1.098 2.825 4.026 -0.695
H 0.548 2.943 4.850 0.365
H 0.395 2.758 3.313 0.224
O 4.297 -4.009 1.599 -0.746
H 4.499 -4.114 2.566 0.277
H 4.548 -3.049 1.506 0.427
O -3.014 -1.507 -6.801 -0.630
H -3.155 -0.523 -6.742 0.327
H -3.383 -1.688 -7.712 0.270
O 1.573 -1.426 4.624 -0.793
H 1.687 -0.888 3.760 0.504
H 0.638 -1.510 4.771 0.357
O -4.661 -0.787 -1.170 -0.496
H -5.547 -0.663 -1.462 0.182
H -4.402 -1.791 -1.169 0.304
O 4.906 1.132 -3.578 -0.711
H 3.967 0.932 -3.740 0.327
H 4.929 2.098 -3.699 0.351
O 2.255 -1.959 -3.052 -0.463
H 3.173 -2.027 -3.310 0.350
H 1.982 -1.145 -3.524 0.122
O 2.149 -3.911 4.365 -0.873
H 1.654 -4.202 5.147 0.263
H 1.982 -2.902 4.380 0.632
O -2.105 0.924 -5.509 -0.600
H -1.878 1.829 -5.750 0.336
H -1.290 0.420 -5.548 0.422
O -2.264 3.652 3.883 -0.655
H -2.959 2.951 3.819 0.351
H -1.787 3.384 4.709 0.274
O 1.615 0.012 -4.603 -0.632
H 0.823 -0.305 -5.020 0.320
H 1.426 0.929 -4.402 0.380
O -2.937 -2.151 -3.700 -0.614
H -2.811 -1.470 -4.402 0.319
H -2.797 -1.643 -2.889 0.304
O 0.337 4.806 0.045 -0.717
H -0.343 5.190 -0.498 0.284
H 0.019 3.983 0.423 0.272
O -1.616 2.772 -2.912 -0.349
H -1.842 3.241 -2.122 0.123
H -2.108 1.965 -3.004 0.153
O -1.029 -0.319 4.595 -0.337
H -1.942 -0.634 4.950 0.410
H -1.197 -0.548 3.714 -0.146
O -4.107 2.263 -1.714 -0.707
H -3.969 1.282 -1.600 0.336
H -3.669 2.714 -0.937 0.363
O -0.265 -1.406 -5.694 -0.741
H -0.946 -1.492 -6.399 0.266
H -0.185 -2.240 -5.144 0.392
O 0.221 -5.554 -0.934 -0.669
H 1.121 -5.167 -0.803 0.342
H -0.257 -5.350 -0.095 0.297
O 3.312 3.627 -3.608 -0.766
H 3.567 4.525 -3.932 0.277
H 3.187 3.681 -2.602 0.529
O -4.933 -4.285 2.280 -0.719
H -4.203 -3.641 2.449 0.384
H -5.311 -4.009 1.367 0.332
O -3.985 -3.192 -0.324 -0.599
H -3.412 -3.145 0.431 0.200
H -3.547 -3.771 -0.995 0.480
O -3.046 -2.126 2.548 -0.849
H -3.005 -1.341 1.980 0.310
H -2.057 -2.257 2.357 0.526
O -0.360 -1.972 2.173 -0.864
H 0.009 -1.246 1.595 -0.097
H 0.182 -2.797 1.930 0.256
O -2.416 -4.543 -2.169 -0.675
H -2.162 -3.959 -2.938 0.281
H -1.567 -4.898 -1.889 0.357
O -2.676 0.334 0.849 -0.199
H -1.784 0.072 0.826 -0.024
H -3.314 0.054 0.173 -0.035
O 3.041 -3.989 -1.042 -0.642
H 3.745 -4.177 -0.413 0.272
H 2.707 -3.030 -0.989 0.284
O -0.836 2.266 5.903 -0.710
H -1.226 2.014 6.775 0.263
H -0.744 1.383 5.542 0.326
O -2.528 5.996 2.156 -0.691
H -2.978 5.625 2.924 0.328
H -1.646 5.749 2.314 0.305
O 2.229 0.189 2.547 -0.635
H 1.338 0.281 2.003 0.251
H 2.314 1.031 3.103 0.129
O 2.930 4.103 -0.997 -0.742
H 3.465 3.513 -0.408 0.454
H 1.992 4.132 -0.671 0.316
O -2.277 3.763 0.120 -0.643
H -2.458 4.543 0.624 0.285
H -1.828 3.121 0.706 0.579
O -0.702 2.481 1.851 -0.173
H -1.457 2.557 2.470 -0.125
H -0.660 1.554 1.498 0.300
O 4.935 -3.160 4.214 -0.742
H 4.000 -3.476 4.379 0.410
H 4.899 -2.185 4.095 0.311
O -1.668 3.938 -5.667 -0.723
H -1.873 4.014 -4.742 0.339
H -0.776 3.476 -5.644 0.334
O 4.225 2.839 0.935 -0.745
H 4.005 1.884 0.735 0.283
H 3.897 2.987 1.808 0.449
O 4.326 -1.276 1.386 -0.558
H 4.400 -0.698 0.615 0.272
H 3.658 -0.776 1.931 0.377
O 3.432 3.611 3.490 -0.710
H 2.586 3.161 3.780 0.383
H 4.098 3.185 4.055 0.330
O -3.785 -1.217 4.975 -0.723
H -3.618 -1.649 4.082 0.483
H -4.393 -1.775 5.423 0.279
O 0.606 -3.541 -4.320 -0.826
H 1.376 -3.081 -3.885 0.445
H 0.356 -4.084 -3.559 0.297
O 4.563 0.170 -0.946 -0.620
H 3.952 0.017 -1.668 0.101
H 5.039 0.950 -1.294 0.333
O -3.718 1.307 3.590 -0.734
H -3.877 0.533 4.223 0.354
H -3.276 0.920 2.810 0.269
O 1.320 -4.376 1.868 -0.537
H 1.301 -4.441 2.881 0.357
H 2.246 -4.110 1.688 0.285
```

Values from the calculation:
Frontier orbital gap: 9.17 eV
E_HOMO: -7.65 eV
Strongest force on any atom: 3.90 eV/Å
Electronic energy: -3480.97071 Ha
Total charge: -1

DFT (ωB97M-V/def2-TZVPD) results for a cluster of 2 separate species, C3H9BNO in total in a non-equilibrium geometry.

```
15
Properties=species:S:1:pos:R:3:mulliken_charge:R:1
B -2.006 -2.149 -1.343 0.221
C 0.068 -0.711 0.194 0.297
C 1.718 0.666 1.089 -0.966
C -0.147 1.648 -0.114 -0.855
N 0.481 0.482 0.408 0.006
O -1.766 -1.096 -0.671 -0.375
H -3.106 -2.108 -1.843 0.053
H -1.251 -3.033 -1.391 -0.024
H 0.259 -1.628 0.683 0.429
H 1.838 1.173 2.003 0.378
H 2.463 1.206 0.566 0.436
H 2.138 -0.255 1.118 0.357
H -0.075 2.350 0.694 0.343
H -1.137 1.407 -0.515 0.335
H 0.522 2.048 -0.877 0.367
```

Values from the calculation:
Frontier orbital gap (spin up / spin down): 8.94 / 8.51 eV
E_HOMO (spin up / spin down): -14.85 / -14.67 eV
Strongest force on any atom: 5.38 eV/Å
Electronic energy: -274.13307 Ha
Total charge: +1

DFT (ωB97M-V/def2-TZVPD) results for the molecule C3H9BO2 in a non-equilibrium geometry.

```
15
Properties=species:S:1:pos:R:3:mulliken_charge:R:1
C -1.673 0.701 0.630 -1.074
C -1.102 -0.143 -0.511 -0.369
B 0.172 -0.985 -0.094 0.623
O 0.285 -2.564 -0.431 -0.600
O 1.432 -0.522 0.240 -0.547
C 1.830 0.774 0.038 -0.573
H -2.509 1.348 0.245 0.331
H -1.907 0.075 1.461 0.315
H -1.183 1.602 0.959 0.314
H -1.771 -0.885 -0.932 0.273
H -0.665 0.426 -1.318 0.287
H 1.225 -2.864 -0.369 0.290
H 1.768 1.001 -1.056 0.269
H 2.888 0.665 0.383 0.247
H 1.212 1.369 0.755 0.214
```

Values from the calculation:
Frontier orbital gap: 11.05 eV
E_HOMO: -10.37 eV
Strongest force on any atom: 4.94 eV/Å
SMILES string: CCB(O)OC
Electronic energy: -295.06499 Ha
Total charge: 0

DFT (ωB97M-V/def2-TZVPD) results for a cluster of 2 separate species, C3H9BrNO2 in total.

```
16
Properties=species:S:1:pos:R:3:mulliken_charge:R:1
C -1.026 0.989 1.758 -1.236
C 0.142 0.405 1.092 0.740
C 0.303 0.507 -0.383 -0.235
N 1.068 -0.221 1.729 -0.230
O 1.524 -0.069 -0.749 -0.546
O -0.788 -1.271 -3.383 -0.474
Br -0.508 -2.614 -2.209 0.127
H -1.941 0.551 1.359 0.344
H -1.000 0.839 2.835 0.392
H -1.090 2.056 1.548 0.350
H -0.547 -0.013 -0.856 0.235
H 0.238 1.563 -0.685 0.330
H 1.838 -0.599 1.175 0.260
H 1.058 -0.355 2.734 0.243
H -0.877 -1.670 -4.258 0.357
H 1.605 -0.098 -1.706 0.344
```

Values from the calculation:
Frontier orbital gap: 9.03 eV
E_HOMO: -13.29 eV
Strongest force on any atom: 0.57 eV/Å
Electronic energy: -2898.66094 Ha
Total charge: +1

electronic energy of number 9 (C3H93O44)?
-3480.97071 Ha

Among the records above, which one has the highest electronic energy?
C3H9BNO

Which formula does entry 4 have?
C3H8S2

Copy entry 12 word for word.
DFT (ωB97M-V/def2-TZVPD) results for a cluster of 2 separate species, C3H9BrNO2 in total.

```
16
Properties=species:S:1:pos:R:3:mulliken_charge:R:1
C -1.026 0.989 1.758 -1.236
C 0.142 0.405 1.092 0.740
C 0.303 0.507 -0.383 -0.235
N 1.068 -0.221 1.729 -0.230
O 1.524 -0.069 -0.749 -0.546
O -0.788 -1.271 -3.383 -0.474
Br -0.508 -2.614 -2.209 0.127
H -1.941 0.551 1.359 0.344
H -1.000 0.839 2.835 0.392
H -1.090 2.056 1.548 0.350
H -0.547 -0.013 -0.856 0.235
H 0.238 1.563 -0.685 0.330
H 1.838 -0.599 1.175 0.260
H 1.058 -0.355 2.734 0.243
H -0.877 -1.670 -4.258 0.357
H 1.605 -0.098 -1.706 0.344
```

Values from the calculation:
Frontier orbital gap: 9.03 eV
E_HOMO: -13.29 eV
Strongest force on any atom: 0.57 eV/Å
Electronic energy: -2898.66094 Ha
Total charge: +1